1.
Computed, not measured: a structure of composition C24H21MnN6O4S3, with wB97M-V/def2-TZVPD.

## Properties
HOMO energy (alpha / beta)   -0.2601 / -0.2598 hartree
ΔE to the lowest compared entry with this formula, charge and spin   48.0 kcal/mol
Spin multiplicity   5

Geometry as XYZ:
```
59
Properties=species:S:1:pos:R:3:forces:R:3
Mn -0.13673 0.52029 -0.46784 -2.194 0.594 -0.955
C -2.29131 5.66253 1.14890 -0.150 -0.086 -0.119
C -2.73013 5.43634 -0.29173 0.106 -0.085 0.144
N -2.63881 4.05401 -0.78360 0.195 0.329 0.261
C -1.61624 3.19194 -0.64853 0.022 -1.290 -0.816
S -1.52512 1.91984 -1.87972 -0.534 0.865 -0.523
N -0.72223 3.28273 0.30668 -0.453 0.781 0.802
N 0.16407 2.29630 0.25634 1.222 1.119 -0.105
C 1.38939 2.49004 0.65391 -1.141 0.495 0.324
C 1.76632 3.64284 1.51559 0.206 -0.002 -0.178
C 2.31951 1.59241 0.01209 0.623 -0.783 -0.444
C 3.67256 1.47388 0.32282 -0.427 0.359 0.230
C 4.47052 0.63879 -0.42839 -0.004 -0.292 -0.337
C 3.91749 -0.04366 -1.50919 0.180 0.201 0.229
C 2.56606 0.09899 -1.75104 -0.148 -0.043 -0.244
N 1.77712 0.87818 -1.01538 1.095 0.247 0.415
H -2.53703 6.68730 1.43207 -0.021 -0.017 -0.016
H -1.22393 5.51461 1.25689 0.068 -0.021 0.076
H -2.80669 4.97935 1.82340 0.034 -0.015 0.022
H -2.15501 6.09167 -0.95610 -0.017 -0.019 0.004
H -3.78063 5.71108 -0.38700 0.005 0.008 -0.073
H -3.16893 3.86856 -1.61802 -0.073 -0.005 -0.038
H 0.86310 4.08772 1.92176 0.013 0.001 -0.005
H 2.30827 4.39100 0.93019 -0.001 0.053 0.083
H 2.40627 3.31862 2.33747 0.029 -0.043 -0.026
H 4.05878 2.02731 1.16764 0.072 -0.029 -0.029
H 5.51498 0.50052 -0.18270 0.010 0.081 0.015
H 4.52039 -0.67963 -2.14014 -0.030 -0.012 -0.017
H 2.08402 -0.42986 -2.56353 -0.046 -0.057 0.076
S -1.07130 1.00844 2.84770 -0.108 -0.129 0.097
C -2.01593 0.12042 1.79756 0.275 0.308 0.171
N -1.83742 -0.01234 0.47318 -0.127 -0.291 0.033
C -2.81428 -0.81032 -0.13093 -0.225 -0.077 -0.087
C -2.92394 -1.13670 -1.48531 0.095 0.063 0.225
C -3.98315 -1.91826 -1.90925 0.007 0.001 -0.043
C -4.93341 -2.39633 -1.01134 -0.078 -0.072 -0.019
C -4.83313 -2.09650 0.33521 0.047 0.036 0.023
C -3.77564 -1.30564 0.76045 0.048 0.075 0.016
S -3.42294 -0.75661 2.37453 0.090 0.071 -0.173
H -2.18773 -0.78572 -2.18962 -0.007 0.023 -0.071
H -4.07655 -2.15484 -2.96153 0.021 -0.015 0.010
H -5.75312 -3.00657 -1.36800 0.005 0.008 0.010
H -5.56253 -2.46212 1.04631 -0.007 -0.007 -0.016
O 0.80029 -0.71236 0.82211 1.184 -1.640 0.810
C 0.72125 -1.59533 -0.06683 -0.051 0.036 0.616
O 0.06415 -1.31713 -1.12962 0.227 -0.441 -0.290
C 1.39946 -2.89865 0.07689 0.040 -0.407 -0.088
C 1.04446 -3.95488 -0.75933 -0.008 0.276 0.084
C 1.68493 -5.17125 -0.63867 0.222 -0.331 0.072
C 2.68998 -5.30981 0.31011 -0.475 0.798 -0.091
C 3.05523 -4.26250 1.14681 0.181 -0.392 -0.001
C 2.39908 -3.05420 1.03348 -0.190 0.160 -0.113
N 3.37970 -6.58934 0.42896 0.376 -0.563 0.052
O 4.28250 -6.67433 1.23883 -0.066 0.116 0.010
O 3.02213 -7.49907 -0.29264 -0.091 0.105 -0.022
H 0.26187 -3.79825 -1.48918 0.007 -0.065 -0.017
H 1.43100 -6.01596 -1.26087 -0.028 0.008 -0.023
H 3.84288 -4.42166 1.86779 -0.005 0.038 0.028
H 2.64615 -2.21589 1.67037 0.001 -0.027 0.040
```
Positions in Å, forces in eV/Å.

Need the natural (NBO) charges? In units of e they are: atom 1 (Mn): 1.377, atom 2 (C): -0.616, atom 3 (C): -0.205, atom 4 (N): -0.574, atom 5 (C): 0.353, atom 6 (S): -0.337, atom 7 (N): -0.415, atom 8 (N): -0.224, atom 9 (C): 0.241, atom 10 (C): -0.669, atom 11 (C): 0.199, atom 12 (C): -0.222, atom 13 (C): -0.121, atom 14 (C): -0.252, atom 15 (C): 0.090, atom 16 (N): -0.496, atom 17 (H): 0.209, atom 18 (H): 0.224, atom 19 (H): 0.223, atom 20 (H): 0.183, atom 21 (H): 0.201, atom 22 (H): 0.409, atom 23 (H): 0.269, atom 24 (H): 0.234, atom 25 (H): 0.233, atom 26 (H): 0.236, atom 27 (H): 0.231, atom 28 (H): 0.237, atom 29 (H): 0.227, atom 30 (S): -0.228, atom 31 (C): -0.077, atom 32 (N): -0.657, atom 33 (C): 0.198, atom 34 (C): -0.240, atom 35 (C): -0.201, atom 36 (C): -0.226, atom 37 (C): -0.217, atom 38 (C): -0.233, atom 39 (S): 0.403, atom 40 (H): 0.218, atom 41 (H): 0.212, atom 42 (H): 0.213, atom 43 (H): 0.219, atom 44 (O): -0.682, atom 45 (C): 0.724, atom 46 (O): -0.709, atom 47 (C): -0.063, atom 48 (C): -0.167, atom 49 (C): -0.190, atom 50 (C): 0.035, atom 51 (C): -0.192, atom 52 (C): -0.168, atom 53 (N): 0.525, atom 54 (O): -0.370, atom 55 (O): -0.368, atom 56 (H): 0.245, atom 57 (H): 0.254, atom 58 (H): 0.253, atom 59 (H): 0.244


2.
Computed, not measured: a structure of composition C26H40BrClIrN4SSi, with wB97M-V/def2-TZVPD.

## Properties
HOMO energy (alpha / beta)   -0.4932 / -0.5319 hartree
ΔE to the lowest compared entry with this formula, charge and spin   3.7 kcal/mol
Spin multiplicity   6
Charge   +2

Geometry as XYZ:
```
75
Properties=species:S:1:pos:R:3:forces:R:3
Ir 0.65743 1.65728 0.75086 0.200 0.453 0.500
N 3.77697 4.55692 -0.47135 0.010 -0.114 0.037
C 2.71360 3.80204 -0.29458 -0.063 0.484 -0.069
S 2.79978 2.11038 -0.26578 -0.151 -0.133 -0.065
N 1.53656 4.56396 -0.24362 0.175 -0.496 0.052
N 0.50184 3.84323 0.06168 -0.218 0.213 -0.132
C -0.71981 4.39892 -0.03754 0.081 -0.275 0.055
C -0.95624 5.78729 -0.35220 -0.013 0.073 -0.036
C -1.91533 6.12351 -1.32539 0.008 0.006 0.017
C -2.13071 7.44611 -1.65557 0.017 -0.010 0.018
C -1.42819 8.44706 -0.99340 -0.004 0.022 -0.013
C -0.48943 8.12821 -0.01671 0.004 -0.008 -0.007
C -0.23270 6.80844 0.28913 -0.020 -0.027 -0.010
C -1.80331 3.42962 0.15952 0.133 0.092 -0.015
C -3.12425 3.81415 0.32795 -0.088 -0.050 -0.008
C -4.10306 2.83487 0.46891 0.029 0.095 -0.012
C -3.72953 1.50771 0.44726 0.058 -0.078 -0.005
C -2.37992 1.18978 0.32790 -0.081 0.069 0.008
N -1.44318 2.12238 0.19923 0.028 -0.086 -0.077
H 4.69683 4.14869 -0.55537 0.002 0.022 0.000
H 3.67314 5.55914 -0.55591 -0.014 0.005 0.002
H -2.44278 5.34326 -1.85804 -0.010 -0.014 0.005
H -2.84169 7.70096 -2.42885 -0.006 0.000 -0.001
H -1.61197 9.48382 -1.24169 -0.001 0.003 0.003
H 0.04088 8.91478 0.50162 -0.002 0.004 0.005
H 0.48730 6.56204 1.05658 0.003 -0.009 0.000
H -3.38106 4.86177 0.36394 -0.002 0.016 0.002
H -5.13919 3.11629 0.59686 -0.002 0.006 0.006
H -4.45650 0.71387 0.54346 0.000 -0.003 -0.001
H -2.03560 0.16498 0.34395 -0.007 -0.032 0.007
Cl -0.69551 0.72025 3.34191 0.068 0.013 0.035
C 0.76826 1.58918 2.86456 -0.113 -0.110 -0.092
H 1.65777 1.07573 3.22005 -0.035 -0.040 0.031
H 0.71541 2.61453 3.22970 0.055 0.007 0.014
C -2.19662 -3.08424 -0.99073 0.020 -0.025 0.000
C -0.80829 -3.57385 -1.43940 -0.054 0.006 -0.105
C -0.88232 -5.10787 -1.59935 -0.007 -0.002 -0.036
C -0.53757 -2.96886 -2.83112 -0.022 -0.035 -0.021
Si 0.56187 -3.17632 -0.17775 0.020 0.087 0.122
Br 0.54495 -0.69017 -0.40242 -0.076 -0.148 -0.295
C 0.12956 -3.38921 1.66754 -0.019 -0.079 0.053
C 1.20276 -2.79317 2.59498 -0.049 0.002 -0.024
C -1.21531 -2.74422 2.04200 -0.011 0.003 0.006
C 0.01812 -4.89641 1.98116 0.006 -0.019 0.012
C 2.35875 -3.49990 -0.71748 0.193 -0.062 -0.031
C 2.65157 -5.01034 -0.57541 0.005 -0.002 0.023
C 2.61256 -3.11511 -2.18627 -0.034 -0.013 -0.003
C 3.40112 -2.74715 0.13079 -0.058 0.021 0.027
H -2.88758 -3.21147 -1.82649 -0.013 -0.010 -0.016
H -2.20506 -2.02605 -0.71918 0.012 -0.001 0.005
H -2.59560 -3.66255 -0.16033 0.026 0.011 -0.040
H -1.68240 -5.34103 -2.30709 -0.002 0.003 -0.002
H -1.11834 -5.62263 -0.66826 0.009 -0.001 0.006
H 0.03503 -5.53222 -2.00592 0.020 0.013 -0.011
H -1.43400 -3.10875 -3.43907 -0.013 -0.009 -0.012
H 0.27506 -3.46641 -3.35234 -0.036 0.034 0.027
H -0.32539 -1.89944 -2.80582 -0.021 -0.001 0.009
H 1.46668 -1.76617 2.33757 0.005 0.058 -0.031
H 2.11113 -3.38809 2.61348 0.070 -0.031 -0.055
H 0.80752 -2.78458 3.61350 0.014 -0.011 0.014
H -1.27438 -1.69749 1.74191 -0.007 0.050 -0.009
H -1.31660 -2.77727 3.12967 0.002 0.009 0.005
H -2.06754 -3.27619 1.62800 0.057 0.031 0.030
H 0.95208 -5.43183 1.81605 0.004 -0.012 -0.017
H -0.76734 -5.38863 1.40811 -0.017 0.010 -0.001
H -0.23612 -5.01304 3.03821 0.003 0.012 0.001
H 2.00805 -5.62887 -1.19997 -0.025 -0.006 0.009
H 2.57524 -5.36057 0.45354 0.001 0.014 0.020
H 3.67990 -5.19266 -0.89821 0.003 0.015 -0.008
H 2.10873 -3.77952 -2.88376 0.005 -0.014 0.027
H 3.68322 -3.20946 -2.37952 0.010 -0.008 -0.001
H 2.32794 -2.08745 -2.41737 -0.015 0.010 0.007
H 3.50581 -3.16001 1.12938 -0.051 0.006 0.071
H 3.19450 -1.67891 0.21503 -0.007 0.007 -0.011
H 4.37250 -2.85301 -0.35669 0.010 -0.012 0.001
```
Positions in Å, forces in eV/Å.

Need the Löwdin charges? In units of e they are: atom 1 (Ir): 0.973, atom 2 (N): 0.176, atom 3 (C): -0.774, atom 4 (S): 0.667, atom 5 (N): 0.083, atom 6 (N): -0.088, atom 7 (C): -0.100, atom 8 (C): -0.176, atom 9 (C): -0.017, atom 10 (C): -0.034, atom 11 (C): -0.019, atom 12 (C): -0.037, atom 13 (C): -0.013, atom 14 (C): -0.195, atom 15 (C): 0.037, atom 16 (C): 0.010, atom 17 (C): 0.011, atom 18 (C): -0.132, atom 19 (N): -0.052, atom 20 (H): 0.135, atom 21 (H): 0.143, atom 22 (H): 0.128, atom 23 (H): 0.123, atom 24 (H): 0.125, atom 25 (H): 0.121, atom 26 (H): 0.115, atom 27 (H): 0.131, atom 28 (H): 0.133, atom 29 (H): 0.131, atom 30 (H): 0.051, atom 31 (Cl): 0.552, atom 32 (C): -0.740, atom 33 (H): 0.013, atom 34 (H): 0.013, atom 35 (C): -0.094, atom 36 (C): -0.622, atom 37 (C): -0.066, atom 38 (C): -0.102, atom 39 (Si): 0.707, atom 40 (Br): 0.457, atom 41 (C): -0.616, atom 42 (C): -0.093, atom 43 (C): -0.111, atom 44 (C): -0.066, atom 45 (C): -0.624, atom 46 (C): -0.068, atom 47 (C): -0.095, atom 48 (C): -0.100, atom 49 (H): 0.094, atom 50 (H): 0.051, atom 51 (H): 0.071, atom 52 (H): 0.102, atom 53 (H): 0.073, atom 54 (H): 0.074, atom 55 (H): 0.093, atom 56 (H): 0.065, atom 57 (H): 0.046, atom 58 (H): 0.053, atom 59 (H): 0.075, atom 60 (H): 0.094, atom 61 (H): 0.017, atom 62 (H): 0.094, atom 63 (H): 0.065, atom 64 (H): 0.073, atom 65 (H): 0.073, atom 66 (H): 0.102, atom 67 (H): 0.073, atom 68 (H): 0.072, atom 69 (H): 0.102, atom 70 (H): 0.071, atom 71 (H): 0.094, atom 72 (H): 0.066, atom 73 (H): 0.068, atom 74 (H): 0.046, atom 75 (H): 0.093


What is the ΔE to the lowest compared entry with this formula, charge and spin in the first record? 48.0 kcal/mol


Among the records above, which one has the lowest spin multiplicity? C24H21MnN6O4S3


The lowest spin multiplicity belongs to which entry? C24H21MnN6O4S3